# CH27NO14

A cluster of 13 separate species, CH27NO14 in total in a non-equilibrium geometry (the ωB97M-V functional and the def2-TZVPD basis, the OMol25 dataset).

Last column: natural (NBO) charge in e.
Element x y z (Å)
N 0.09 0.29 -0.12  -0.8546
H -0.73 -0.32 0.11  0.4904
H 0.00 1.23 0.35  0.4474
H 0.10 0.55 -1.06  0.4461
H 0.95 -0.02 0.31  0.4354
C -2.93 -2.36 0.18  0.9260
O -2.96 -2.63 1.42  -0.7961
O -4.09 -2.27 -0.43  -0.7308
O -1.90 -2.58 -0.49  -0.8158
H -4.86 -2.14 0.02  0.4958
O -2.60 0.37 -1.53  -0.9975
H -2.94 -0.52 -1.27  0.5050
H -2.64 0.50 -2.54  0.4842
O -0.05 3.67 -0.93  -0.9509
H -0.28 4.30 -1.60  0.4813
H 0.41 4.18 -0.20  0.4719
O 3.45 -0.61 1.48  -0.9812
H 4.41 -0.81 1.22  0.4967
H 3.43 -1.24 2.25  0.5079
O 1.38 -1.09 -3.73  -1.0410
H 0.58 -1.64 -3.27  0.4883
H 1.63 -0.50 -3.07  0.4518
O -2.40 1.21 1.60  -0.9380
H -2.87 0.64 2.28  0.4828
H -2.14 1.86 2.32  0.4827
O 1.94 1.82 1.28  -0.9925
H 2.54 1.03 1.24  0.5047
H 2.47 2.33 1.92  0.4820
O 0.09 2.53 3.02  -0.8911
H 0.48 3.40 2.59  0.4457
H 0.60 2.03 2.64  0.4435
O 2.39 0.79 -2.17  -0.9113
H 3.26 0.66 -1.70  0.4732
H 2.24 1.60 -2.12  0.4542
O -0.72 -0.70 2.75  -1.0337
H -0.99 -1.58 2.55  0.5229
H -1.19 0.10 2.46  0.4841
O -0.28 -2.57 -2.52  -0.9795
H -0.99 -3.01 -3.11  0.4823
H -0.89 -2.26 -1.74  0.5292
O 1.62 -2.13 -0.06  -0.9341
H 2.15 -1.61 0.44  0.4481
H 2.27 -2.51 -0.75  0.4844

Properties
- Total charge: 0
- Kohn-Sham gap: 6.806 eV
- Molecular weight: 277.22 g mol⁻¹
- LUMO level: -0.0352 hartree
- Relative energy (zero: lowest compared OMol25 entry of this formula, charge and spin): 140.9 kcal/mol
- Spin multiplicity: 1



# C4H12N2

The ion C4H12N2 with charge -1 in a non-equilibrium geometry (the ωB97M-V functional and the def2-TZVPD basis, the OMol25 dataset).

Last column: natural (NBO) charge in e.
Element x y z (Å)
C 1.70 -0.59 -0.27  -0.3149
N 1.59 0.03 -1.63  -0.8605
C 0.41 -1.40 0.11  -0.4588
C -0.94 -0.64 0.05  -0.5220
C -0.77 0.70 0.90  -0.6749
N -1.90 1.74 0.73  -0.9179
H 1.82 0.10 0.55  0.1730
H 2.63 -1.16 -0.24  0.1792
H 0.69 0.39 -1.88  0.3493
H 2.00 0.95 -1.47  0.3341
H 0.57 -1.79 1.22  0.1835
H 0.11 -2.24 -0.52  0.1931
H -1.64 -1.32 0.61  0.1869
H -1.35 -0.60 -0.95  0.1895
H -0.42 0.42 1.94  0.1537
H 0.22 1.05 0.39  0.1421
H -2.15 1.97 1.73  0.3204
H -2.71 1.33 0.21  0.3443

Properties
- Total charge: -1
- Kohn-Sham gap (spin up / spin down): 2.900 / 9.548 eV
- Molecular weight: 88.15 g mol⁻¹
- LUMO level (spin up / spin down): 0.1579 / 0.1579 hartree
- Relative energy (zero: lowest compared OMol25 entry of this formula, charge and spin): 34.6 kcal/mol
- Spin multiplicity: 2



# C24H43IP2Y

A structure of composition C24H43IP2Y in a non-equilibrium geometry (the ωB97M-V functional and the def2-TZVPD basis, the OMol25 dataset).

Last column: Löwdin charge in e.
Element x y z (Å)
Y 0.80 -0.74 1.29  1.2233
C -0.70 1.30 1.30  -0.2900
C -1.48 0.20 0.86  -0.2884
C -0.73 -0.25 3.00  -0.3361
C -0.28 1.05 2.63  -0.3154
C -1.50 -0.77 1.90  -0.3329
C -0.53 2.58 0.56  -0.0124
H -0.79 2.47 -0.49  0.0626
H 0.50 2.93 0.62  0.0949
H -1.16 3.37 0.98  0.1090
C 0.45 2.04 3.47  -0.0385
H 0.16 3.06 3.17  0.0922
H 1.53 1.93 3.32  0.0055
H 0.21 1.92 4.53  0.0956
C -0.14 -1.06 4.10  -0.0260
H -0.05 -0.46 5.01  0.1066
H 0.90 -1.40 3.85  0.0668
H -0.75 -1.94 4.32  0.0974
C -1.89 -2.19 1.74  -0.0232
H -2.53 -2.50 2.56  0.1089
H -1.00 -2.85 1.74  0.0873
H -2.43 -2.33 0.80  0.0935
C -2.21 0.10 -0.43  -0.0193
H -3.24 -0.25 -0.28  0.1066
H -1.74 -0.60 -1.13  0.0672
H -2.25 1.07 -0.94  0.0796
C 1.17 0.65 -3.39  -0.0882
C -0.13 0.96 -3.32  -0.1174
C -1.28 0.27 -4.00  -0.1885
C -1.08 -1.18 -4.49  -0.1917
C -0.91 -2.21 -3.42  -0.1063
C 0.22 -2.60 -2.82  -0.1412
C 1.48 -1.80 -2.62  -0.2211
C 1.76 -0.71 -3.69  -0.1958
H -1.53 0.88 -4.89  0.1260
H -0.29 -1.20 -5.25  0.1002
H -2.18 0.31 -3.36  0.0991
H 1.46 -1.03 -4.70  0.0860
H 1.93 1.35 -3.01  0.1071
H -0.38 1.96 -2.98  0.0961
H 2.86 -0.57 -3.76  0.1020
H 1.49 -1.30 -1.63  0.0749
H 0.21 -3.55 -2.27  0.1032
H 2.34 -2.50 -2.58  0.0264
H -2.00 -1.45 -5.04  0.1184
H -1.85 -2.71 -3.13  0.1119
P 3.15 -4.16 -4.01  0.8074
P 3.19 -6.59 -2.36  0.7592
C 4.00 -5.62 -4.85  -0.4280
C 4.35 -6.69 -3.83  -0.4520
H 4.90 -5.22 -5.35  0.0739
H 3.32 -6.02 -5.61  0.0728
H 4.25 -7.70 -4.26  0.0714
H 5.38 -6.57 -3.46  0.0778
C 3.93 -8.07 -1.54  -0.3413
H 3.29 -8.34 -0.70  0.0286
H 4.92 -7.80 -1.16  0.0341
H 4.01 -8.91 -2.25  0.0407
C 1.82 -7.48 -3.21  -0.3149
H 2.20 -8.29 -3.85  0.0444
H 1.21 -6.80 -3.81  0.0240
H 1.17 -7.91 -2.43  0.0331
C 4.65 -3.08 -4.03  -0.2799
H 4.42 -2.08 -3.64  0.0141
H 5.02 -3.01 -5.06  0.0446
H 5.41 -3.54 -3.38  0.0480
C 2.25 -3.65 -5.53  -0.2704
H 1.81 -4.56 -5.97  0.0390
H 2.93 -3.17 -6.25  0.0523
H 1.42 -2.98 -5.28  -0.0030
I 3.44 0.14 2.09  0.1078

Properties
- Total charge: +1
- Kohn-Sham gap: 5.702 eV
- Molecular weight: 609.37 g mol⁻¹
- LUMO level: -0.1451 hartree
- Relative energy (zero: lowest compared OMol25 entry of this formula, charge and spin): 10.0 kcal/mol
- Spin multiplicity: 1



Calculated total energy, record by record: -1162.28054; -268.99850; -1958.76805 a.u.